[1]
{
  "formula": "C3H2O2Sn",
  "method": "ωB97M-V with the def2-TZVPD basis set",
  "species": ["O", "C", "C", "O", "C", "Sn", "H", "H"],
  "xyz": [[1.486, 0.515, 0.232], [0.599, 1.146, -0.550], [-0.140, 0.441, -1.531], [-0.626, -0.672, -0.819], [-1.357, 0.418, -0.126], [0.233, -0.896, 1.020], [0.594, 2.245, -0.607], [-0.466, 0.633, -2.554]],
  "forces_ev_per_a": [[-0.02, 0.66, -0.32], [0.02, 0.84, -0.32], [-1.46, 0.32, 2.60], [-0.31, -2.76, -3.59], [1.27, 1.31, -0.91], [0.12, 0.04, 1.82], [0.56, -0.42, 0.05], [-0.20, 0.02, 0.67]],
  "nbo_charge": [-0.85, 0.15, 0.00, -0.68, -0.25, 1.19, 0.20, 0.24],
  "e_above_lowest_kcal_mol": 17.0,
  "mol_weight_g_mol": 188.8,
  "homo_lumo_gap_ev": 7.21
}

[2]
{
  "formula": "C6H5N3O5",
  "method": "ωB97M-V with the def2-TZVPD basis set",
  "species": ["C", "C", "C", "C", "C", "C", "N", "N", "N", "O", "O", "O", "O", "O", "H", "H", "H", "H", "H"],
  "xyz": [[-0.290, 0.788, -1.753], [0.546, 0.557, 0.818], [1.262, -0.632, -2.672], [-1.500, -0.650, 0.898], [0.552, 0.027, -0.610], [-0.576, 0.315, 3.036], [0.407, 0.423, -2.961], [1.459, -0.718, -1.239], [-0.514, 0.151, 1.577], [-1.255, 1.457, -1.625], [1.375, 1.353, 1.122], [1.984, -1.260, -3.408], [-2.571, -0.904, 1.406], [-1.016, -1.141, -0.124], [-1.421, 1.064, 3.211], [-0.947, -0.645, 3.489], [0.452, 0.688, 3.555], [-0.064, 0.529, -3.883], [2.115, -1.402, -0.837]],
  "forces_ev_per_a": [[1.41, -0.83, -0.11], [-1.53, -0.64, 0.16], [2.87, -0.34, -0.63], [-0.94, -0.03, 3.22], [-2.92, -1.10, -0.01], [-0.23, 1.40, 1.23], [-1.53, -0.42, 1.09], [-1.08, 0.74, -0.23], [1.12, 0.02, 0.04], [0.28, 0.03, 0.01], [1.76, 1.03, 0.53], [-1.40, 0.43, 0.35], [0.19, 0.53, 0.13], [2.33, -0.31, -4.50], [1.37, -0.81, 0.21], [0.64, 0.86, -0.50], [-2.52, -0.93, -1.71], [0.72, -0.24, 1.06], [-0.55, 0.60, -0.35]],
  "nbo_charge": [0.68, 0.63, 0.79, 0.88, 0.32, -0.44, -0.66, -0.58, -0.48, -0.46, -0.55, -0.52, -0.62, -0.61, 0.23, 0.23, 0.24, 0.46, 0.46],
  "e_above_lowest_kcal_mol": 0.0,
  "mol_weight_g_mol": 199.1,
  "homo_lumo_gap_ev": 8.76
}

| no. | HOMO level (hartree) |
| --- | --- |
| 1 | -0.271 |
| 2 | -0.373 |